The following is a quantum chemistry calculation of a structure of composition C19H35BaNO3 in a non-equilibrium geometry, from OMol25.

The geometry in ORCA input format:
```
! wB97M-V def2-TZVPD RIJCOSX def2/J DEFGRID3
* xyz 2 1
H -3.96 -0.64 0.31
H 1.15 -4.85 -1.62
H -2.40 0.21 -1.28
H 3.64 -4.00 1.57
H -0.11 -0.77 2.22
H 0.86 0.63 0.91
C 0.54 -1.62 1.96
C -0.10 -2.13 -1.49
O 1.31 -2.37 -1.60
H 0.89 4.08 0.36
C -0.58 3.81 -1.25
N 1.69 -5.06 -0.77
Ba 3.96 -2.45 2.83
H -2.74 0.65 2.47
H -0.80 1.73 -1.91
H 3.80 2.23 -0.58
H 1.26 -5.93 -0.44
H 0.07 2.53 0.33
C -4.55 1.17 1.34
H 2.96 -0.01 -1.25
H -0.02 -2.55 2.14
C -3.42 1.52 2.34
H 0.50 0.36 -0.78
H 1.48 -1.56 2.55
H 0.12 -4.09 0.20
H -5.24 0.48 1.87
C 1.76 2.71 -1.10
H -2.96 3.09 -0.36
C 0.56 3.28 -0.32
H -0.15 4.47 -2.01
H -4.84 0.56 -0.72
C -4.06 0.43 0.05
H 2.72 2.24 0.84
C 3.99 -3.51 0.62
H 3.30 -0.04 0.51
C 2.62 0.40 -0.28
C 0.91 -1.46 0.44
C -1.40 2.65 -1.88
C 3.25 -2.71 -0.20
C 1.71 -2.62 -0.27
H 3.82 -2.04 -0.86
H 1.53 -4.27 1.24
H -1.26 4.38 -0.59
C -2.70 0.92 -0.48
C -2.73 2.33 -1.12
C 1.15 0.02 0.04
C 2.79 1.95 -0.22
H -1.66 2.86 -2.93
H -5.15 2.05 1.05
H -1.91 0.85 0.29
H 2.22 3.51 -1.71
H -2.84 2.39 1.99
C 1.22 -4.03 0.20
H -3.55 2.33 -1.87
O -0.38 -1.75 -0.20
H 5.05 -3.76 0.31
O -0.81 -2.28 -2.35
H 1.36 1.99 -1.84
H -3.86 1.72 3.33
*
```

Properties
HOMO energy, eV: -14.285
Frontier orbital gap, eV: 5.8010
Electronic energy, eV: -28578.3649

***

The following is a quantum chemistry calculation of a structure of composition C15H15Cl2NNaO2SSi, from OMol25.

The geometry in ORCA input format:
```
! wB97M-V def2-TZVPD RIJCOSX def2/J DEFGRID3
* xyz -1 1
N 0.34 -0.06 1.12
H 1.04 -1.41 2.50
C -0.30 1.11 0.88
C -2.04 4.25 3.37
Na 0.62 -0.88 -1.10
C 3.07 -2.30 -2.49
H -2.57 5.20 3.26
H 4.05 -4.32 -3.80
O 0.27 -2.76 -1.87
C -0.55 1.46 3.25
H 0.29 -0.12 4.48
Cl -1.37 -5.10 -2.65
H -3.93 2.59 1.42
C 0.11 0.25 3.48
C -0.77 1.92 1.96
H -0.89 2.04 4.09
H -0.43 4.48 -0.24
H 0.31 4.94 1.30
C 1.01 -5.79 -3.68
C 0.31 -4.84 -2.99
C -0.64 4.80 0.78
S -0.52 1.60 -0.78
C 2.37 -5.61 -3.98
H -1.16 5.76 0.76
H -1.12 4.45 3.94
C 0.53 -0.46 2.38
C -3.33 3.29 0.84
H 0.50 -6.69 -4.01
C 2.31 -3.48 -2.86
H -3.87 4.24 0.79
O 2.67 -1.31 -1.90
C 3.00 -4.47 -3.57
Cl 3.22 -6.86 -4.86
C 0.91 -3.61 -2.52
H -2.67 3.60 3.97
Si -1.68 3.53 1.67
H 4.13 -2.35 -2.79
H -3.21 2.89 -0.16
*
```

Properties
HOMO energy, eV: -4.309
Energy relative to the best compared isomer or geometry (same formula, charge and spin), kcal/mol: 1.2
Frontier orbital gap, eV: 6.6415
Electronic energy, eV: -69563.4418

***

The following is a quantum chemistry calculation of a cluster of 2 separate species, C5H10 in total in a non-equilibrium geometry, from OMol25.

The geometry in ORCA input format:
```
! wB97M-V def2-TZVPD RIJCOSX def2/J DEFGRID3
* xyz 0 1
H 2.42 -1.34 -0.60
H 1.72 -1.12 -3.05
H 0.82 -3.49 0.34
C 1.00 -1.26 -2.24
H -0.34 -2.23 0.12
H 0.17 -1.73 -2.58
H -2.52 1.94 0.98
C -2.08 2.40 1.80
C 0.67 -2.65 -0.23
C -0.99 3.16 1.76
H -2.62 2.06 2.68
H -0.60 3.67 2.63
C 1.50 -1.84 -0.96
H 0.72 -0.22 -2.12
H -0.36 3.52 0.84
*
```

Properties
SMILES string: C=CC.C=C
HOMO energy, eV: -8.156
Energy relative to the best compared isomer or geometry (same formula, charge and spin), kcal/mol: 100.6
Frontier orbital gap, eV: 8.8415
Electronic energy, eV: -5342.9054

***

The following is a quantum chemistry calculation of a structure of composition C3H4N4 in a non-equilibrium geometry, from OMol25.

The geometry in ORCA input format:
```
! wB97M-V def2-TZVPD RIJCOSX def2/J DEFGRID3
* xyz 0 1
C -0.98 -1.16 0.00
H 2.65 1.04 0.28
H 2.79 -1.13 0.29
N 0.24 -1.17 -0.03
C 0.78 0.07 -0.01
H -1.56 2.09 -0.05
C -1.14 1.10 0.06
H -1.72 -1.73 -0.07
N -1.87 -0.02 0.03
N 0.25 1.10 -0.07
N 2.23 0.05 -0.04
*
```

Properties
HOMO energy, eV: -9.564
Energy relative to the best compared isomer or geometry (same formula, charge and spin), kcal/mol: 100.7
Frontier orbital gap, eV: 10.1012
Electronic energy, eV: -9132.4929

***

The following is a quantum chemistry calculation of a structure of composition BH3O3 in a non-equilibrium geometry, from OMol25.

The geometry in ORCA input format:
```
! wB97M-V def2-TZVPD RIJCOSX def2/J DEFGRID3
* xyz 0 1
O 1.74 -0.29 0.04
H -1.35 1.48 -0.47
H 1.21 0.42 -0.43
O -1.03 0.79 0.12
H 2.64 -0.39 0.88
B -1.36 -0.47 -0.04
O -1.86 -1.53 -0.09
*
```

Properties
HOMO energy, eV: -11.168
Energy relative to the best compared isomer or geometry (same formula, charge and spin), kcal/mol: 98.2
Frontier orbital gap, eV: 10.9718
Electronic energy, eV: -6867.4018

***

The following is a quantum chemistry calculation of a cluster of 12 separate species, C30H84N4O12 in total in a non-equilibrium geometry, from OMol25.

The geometry in ORCA input format:
```
! wB97M-V def2-TZVPD RIJCOSX def2/J DEFGRID3
* xyz 0 1
O -0.08 -5.18 2.27
H -1.66 -4.61 0.18
C -2.16 -1.14 3.08
H -1.49 -2.81 4.32
O -0.37 -0.24 0.80
H -2.18 5.10 -0.76
H 1.62 3.35 -1.92
H 4.62 0.75 1.11
H -2.25 -1.84 2.26
H -1.09 -4.70 -3.72
H -2.21 0.62 -0.38
C -0.19 -4.05 1.79
N -1.16 2.15 2.25
H -1.72 -0.56 -3.16
C -0.38 0.98 -3.93
C -2.32 -2.11 4.28
C 2.78 1.81 -1.18
H 3.43 -1.60 -3.55
C 2.92 2.58 -3.48
H 0.12 0.57 -0.94
O 3.69 -1.96 1.32
C 3.40 2.55 3.36
H 3.04 -0.95 -0.04
H -0.84 -3.39 -2.74
H -1.15 -0.67 3.13
C -0.71 -4.19 0.39
H -0.84 -0.93 1.17
C 1.06 -3.23 1.79
H -0.69 -3.28 -0.13
H -3.09 4.58 1.12
C -2.27 -1.42 5.64
C -4.33 1.10 -0.29
H 3.88 2.12 4.31
H 3.09 4.33 -0.84
C 0.05 -0.48 -0.52
C 2.08 0.37 2.66
H 1.90 -3.80 1.46
H -2.97 -0.38 2.98
H -0.04 5.63 -0.21
H -3.25 -0.58 0.41
C -1.49 1.98 3.49
C -4.57 1.46 1.16
H 2.84 -0.20 3.15
H -0.06 4.55 1.24
O 1.00 -2.53 -4.35
H -0.93 -5.57 2.40
H 2.35 1.81 -3.93
C 4.61 -2.16 -0.67
N -1.39 -4.20 -2.94
H 2.19 0.95 -1.47
H -4.33 -5.07 -2.41
H 3.98 2.28 -3.61
H 0.42 0.94 -3.18
O -2.65 3.86 0.68
H -3.33 -0.50 -1.26
H -2.80 2.68 4.89
H -0.37 3.56 -1.47
H -1.95 2.89 -1.57
C 2.67 3.02 -2.06
H 5.63 -0.53 1.63
N -2.45 2.76 3.92
C -3.20 0.12 -0.41
H 3.32 3.64 3.53
H 5.43 -2.73 -0.30
H -5.27 0.73 -0.72
H 2.59 -3.88 -2.68
H 0.26 2.71 -5.03
H -0.90 -3.50 2.42
O -0.11 0.20 -4.87
C -1.77 4.35 -0.06
H -2.13 1.02 -2.57
H 2.48 2.08 -0.18
H -2.47 0.68 -4.24
H -0.47 3.09 -3.42
H 4.15 2.31 2.59
H 1.52 2.02 3.99
H 0.87 -4.39 -2.53
H 2.66 3.39 -4.13
O -4.16 2.20 -0.85
H 1.09 -0.06 2.82
O 3.42 3.93 -1.67
O -2.98 -3.10 -1.68
H -1.43 2.51 -4.82
C -1.18 3.22 -0.85
H -5.41 2.16 1.26
H -4.84 0.59 1.80
C -2.59 -4.14 -2.45
H 3.13 -1.49 1.94
H -0.62 1.51 1.74
C 2.07 1.87 3.06
C 2.49 -1.23 -3.21
H -2.99 -0.65 5.76
H -1.35 -0.89 5.70
H 0.53 2.65 2.46
H 2.22 0.27 1.59
H -3.49 -3.26 3.38
O -0.74 1.23 4.40
H 0.95 -2.38 1.04
H 2.64 -0.88 -2.18
C -0.47 2.42 -4.31
H -0.71 -1.08 -1.02
H 0.48 -1.73 -2.69
C -1.72 0.49 -3.41
H -2.36 -2.09 6.36
C 1.32 -2.23 -3.20
H 1.02 -0.96 -0.55
H -3.17 -5.95 -3.44
H -0.65 0.43 -5.60
H -3.65 1.87 1.73
H 2.24 -0.27 -3.76
O -3.37 -2.80 4.24
N -3.40 -5.10 -2.84
H 3.87 -2.90 -0.95
H 4.93 -1.70 -1.62
C -0.64 5.16 0.57
H -3.00 3.33 3.31
C 1.57 -3.51 -2.38
H 1.34 -2.78 2.74
H -1.03 5.98 1.19
C 4.02 -1.24 0.41
H 1.55 -3.31 -1.28
O 1.52 2.64 2.26
H -3.58 2.76 -0.31
H 0.01 -4.70 -0.22
H -0.86 2.41 -0.29
H 0.61 -1.73 -4.69
H 3.76 1.45 -1.18
H 5.81 0.19 0.00
H -1.83 2.73 1.66
C 5.10 -0.18 0.73
*
```

Properties
SMILES string: NC(N)=O.NC(N)=O.CC(C)O.CC(C)O.CC(C)O.CC(C)O.CC(C)O.CC(C)O.CC(C)O.CC(C)O.CC(C)O.CO
HOMO energy, eV: -9.046
Energy relative to the best compared isomer or geometry (same formula, charge and spin), kcal/mol: 22.2
Frontier orbital gap, eV: 8.9529
Electronic energy, eV: -62991.9416

***

The following is a quantum chemistry calculation of a cluster of 2 separate species, C4H13NS in total in a non-equilibrium geometry, from OMol25.

The geometry in ORCA input format:
```
! wB97M-V def2-TZVPD RIJCOSX def2/J DEFGRID3
* xyz 0 1
N 0.51 0.72 0.25
H -0.63 1.96 1.49
H 1.12 -0.34 1.93
C -0.80 1.16 0.76
C 1.49 0.48 1.32
C -1.80 1.64 -0.28
H 0.36 -0.48 -0.81
C 0.42 -2.91 -1.31
H -1.41 2.46 -0.89
H 0.87 1.50 -0.30
S 0.73 -1.26 -2.02
H -0.54 -2.89 -0.80
H 1.19 -3.21 -0.61
H -2.16 0.86 -0.95
H -1.21 0.34 1.34
H 2.43 0.19 0.85
H -2.64 2.05 0.27
H 0.38 -3.64 -2.12
H 1.69 1.39 1.88
*
```

Properties
SMILES string: CCNC.CS
HOMO energy, eV: -7.911
Energy relative to the best compared isomer or geometry (same formula, charge and spin), kcal/mol: 16.2
Frontier orbital gap, eV: 8.7592
Electronic energy, eV: -16683.3876

***

The following is a quantum chemistry calculation of a cluster of 2 separate species, C8H11NOS in total in a non-equilibrium geometry, from OMol25.

The geometry in ORCA input format:
```
! wB97M-V def2-TZVPD RIJCOSX def2/J DEFGRID3
* xyz 0 1
H 1.73 -1.96 -3.26
H -2.10 -0.78 3.00
H -1.10 0.72 2.54
S 0.92 1.50 -2.42
C -2.06 1.75 -1.70
O 0.85 -1.58 3.17
H 0.30 -0.88 3.66
H -2.44 0.12 1.43
H -2.52 -0.18 -2.27
H -3.05 1.88 -1.44
N 0.13 -0.91 -2.73
C -1.65 -0.24 2.13
C 0.34 -1.82 1.93
C 1.43 -0.92 -2.95
H 1.03 -2.19 1.21
H 3.15 0.49 -3.05
C -0.72 -1.20 1.48
C -0.34 0.26 -2.41
C -1.69 0.50 -2.00
C 2.05 0.26 -2.85
H -0.98 -1.54 0.48
H -1.47 2.55 -1.46
*
```

Properties
SMILES string: C=Cc1nccs1.C/C=C\O
HOMO energy, eV: -8.614
Energy relative to the best compared isomer or geometry (same formula, charge and spin), kcal/mol: 60.0
Frontier orbital gap, eV: 8.7389
Electronic energy, eV: -22844.4807

***

The following is a quantum chemistry calculation of a structure of composition CH3I2P, from OMol25.

The geometry in ORCA input format:
```
! wB97M-V def2-TZVPD RIJCOSX def2/J DEFGRID3
* xyz 0 1
H -0.36 0.35 1.01
I -2.74 -0.60 0.16
I 1.56 -2.23 -0.02
P -0.87 1.93 -0.79
C -1.05 0.64 0.24
H 3.09 -2.45 -0.32
H 0.37 2.35 -0.28
*
```

Properties
HOMO energy, eV: -9.111
Energy relative to the best compared isomer or geometry (same formula, charge and spin), kcal/mol: 63.2
Frontier orbital gap, eV: 8.8539
Electronic energy, eV: -26574.0670

***

The following is a quantum chemistry calculation of a structure of composition C11H27FInN, from OMol25.

The geometry in ORCA input format:
```
! wB97M-V def2-TZVPD RIJCOSX def2/J DEFGRID3
* xyz 0 1
C -2.01 2.74 2.95
H 0.59 1.77 1.08
H 0.18 1.15 2.69
C -2.56 1.58 2.12
H 1.02 -0.30 -1.76
H 2.77 -2.75 -0.64
H -0.85 3.74 1.42
H -1.85 2.42 3.98
C -1.29 -0.46 1.52
H 2.37 1.77 -1.56
H 4.41 -3.91 -2.50
C -0.69 3.09 2.28
F 3.00 -1.98 -2.50
H 0.20 -5.34 -2.25
H -2.67 1.20 -0.36
H -0.40 -0.85 1.05
H -1.18 0.71 -2.14
C -0.84 0.45 -1.13
H 1.08 0.25 -0.12
In 0.44 -3.60 -2.02
C -1.60 1.34 -0.17
H -2.71 3.58 2.98
H -0.47 -3.05 -0.55
H 0.00 3.59 2.95
H -2.18 -0.94 1.10
H -1.16 -0.59 -0.99
N -1.39 1.02 1.30
H -3.34 1.89 1.43
H -1.37 2.40 -0.31
C 0.69 0.50 -1.11
H 3.02 -4.99 -2.59
H -2.95 0.77 2.74
C 3.53 -4.27 -1.97
C -0.18 1.73 1.84
H -1.25 -0.63 2.60
H 0.98 2.68 -0.98
C 2.61 -3.08 -1.67
H 0.99 2.02 -2.62
H -0.06 -2.73 -3.50
H 3.82 -4.72 -1.03
C 1.29 1.82 -1.59
*
```

Properties
HOMO energy, eV: -6.595
Frontier orbital gap, eV: 6.2532
Electronic energy, eV: -21221.4778

***

The following is a quantum chemistry calculation of an isolated molecule of C10H19NO2 in a non-equilibrium geometry, from OMol25.

The geometry in ORCA input format:
```
! wB97M-V def2-TZVPD RIJCOSX def2/J DEFGRID3
* xyz 0 1
H 1.43 1.28 0.02
O -2.38 0.46 1.41
C 0.06 -1.41 -1.76
H -0.43 -1.24 1.64
C 1.39 -2.02 0.77
C -0.62 0.63 -0.37
H 1.81 -2.23 -2.65
H 0.46 1.01 1.51
H 1.64 -2.70 1.58
H -0.12 -0.74 -2.64
C -2.09 0.97 0.10
H 3.01 -2.65 -0.47
O -2.30 2.38 0.24
H 2.12 -0.77 -1.70
H -0.55 1.04 -1.39
C 1.94 -2.58 -0.56
H 1.93 -1.07 0.94
C -0.10 -1.73 0.68
H -0.61 -2.68 0.58
H 0.12 3.31 -0.51
N -0.36 -0.83 -0.49
C 0.45 1.38 0.48
C 1.56 -1.71 -1.74
H -3.12 1.00 1.78
H -2.76 0.52 -0.62
H 1.56 -3.59 -0.74
C -1.35 3.09 1.05
H -0.44 -2.37 -1.86
H 0.74 3.39 1.13
C 0.05 2.87 0.50
H -1.58 4.15 1.00
H -1.47 2.80 2.10
*
```

Properties
SMILES string: O[C@H]1OCCC[C@H]1N1CCCCC1
HOMO energy, eV: -7.642
Energy relative to the best compared isomer or geometry (same formula, charge and spin), kcal/mol: 2.5
Frontier orbital gap, eV: 8.5385
Electronic energy, eV: -16262.5856

***

The following is a quantum chemistry calculation of a structure of composition C42H40Cl5P4Sm in a non-equilibrium geometry, from OMol25.

The geometry in ORCA input format:
```
! wB97M-V def2-TZVPD RIJCOSX def2/J DEFGRID3
* xyz 2 6
C 1.41 -3.04 -3.67
H -4.90 0.90 0.97
C 1.09 4.69 -0.45
C -4.05 -2.06 -2.64
Sm -0.99 -1.20 1.00
H 1.38 -0.57 0.81
C 3.88 0.21 -0.71
H 0.52 5.42 0.10
C -2.19 -2.48 -1.19
H -3.66 -0.78 -4.30
H -1.70 3.62 5.53
C -3.26 -1.23 -3.42
C -2.46 -1.18 4.83
H 0.81 5.67 -2.34
H 1.18 -3.89 -3.03
H -1.43 -0.98 5.10
C 2.30 -2.15 -5.71
P 0.44 -1.61 -1.54
H -1.35 4.93 3.47
C -4.70 -0.61 3.32
H 2.25 4.10 -3.58
C 3.61 -1.14 -0.95
C 5.41 -1.23 -2.54
H 1.56 3.49 1.27
H -4.96 -1.46 3.96
C 2.03 -0.87 -5.26
H 5.98 -1.78 -3.27
C 1.14 -1.75 -3.22
C 0.88 -1.55 3.64
H 3.31 2.22 -2.42
Cl 2.56 -4.18 6.07
H 0.02 0.84 -1.49
H 2.76 -2.30 -6.67
C -4.32 1.47 0.24
H -0.87 2.69 -0.59
H 5.25 1.82 -1.09
H -2.04 2.05 -1.77
H -2.62 -2.26 4.84
C 1.27 4.84 -1.82
H 0.52 1.02 0.83
P -2.52 1.19 0.44
P -2.87 -0.57 3.15
H -5.08 -2.24 -2.91
C 0.27 -2.31 2.65
C -1.38 -1.62 -1.96
Cl 0.59 0.17 3.47
H -5.21 -0.75 2.36
H -4.12 -3.40 -0.97
H -1.72 3.91 1.28
H -2.42 1.30 5.40
C 2.44 2.69 -0.51
H 4.13 -2.88 -2.07
H 1.70 0.41 -1.82
Cl -0.51 -4.58 1.60
C 1.71 -3.48 4.77
C -3.52 -2.69 -1.53
C -1.88 3.32 2.17
C -2.27 1.85 4.48
C 2.07 3.96 -2.52
H -4.64 1.18 -0.76
C -2.26 1.98 2.07
C -1.92 2.45 -0.76
H 1.21 0.35 -3.75
C 2.66 2.89 -1.87
C 1.43 -0.66 -4.03
C 1.67 3.61 0.20
H -3.13 -0.73 5.56
H -4.52 2.53 0.40
H 2.84 -1.66 -0.40
C -2.46 1.23 3.25
Cl 2.28 -1.08 5.90
C 1.11 -4.30 3.80
C 4.36 -1.84 -1.87
C 1.59 -2.08 4.70
H 2.15 -4.24 -5.27
C 5.73 0.08 -2.25
C -1.87 3.17 4.56
H -1.73 -3.15 -0.44
H -5.06 0.30 3.78
H 2.29 -0.02 -5.87
H 6.58 0.55 -2.73
Cl 1.25 -6.01 3.91
H -2.51 3.36 -0.69
C 1.25 0.39 0.28
C 0.84 0.18 -1.19
C 0.39 -3.69 2.79
C -1.67 3.90 3.41
C -1.93 -1.02 -3.09
C 4.98 0.80 -1.33
H -1.30 -0.41 -3.73
C 1.96 -3.24 -4.92
P 2.94 1.23 0.49
*
```

Properties
<S²>: 8.77
HOMO energy (spin up / spin down), eV: -13.001 / -13.001
Energy relative to the best compared isomer or geometry (same formula, charge and spin), kcal/mol: 13.2
Frontier orbital gap (spin up / spin down), eV: 6.1184 / 7.1959
Electronic energy, eV: -161861.4985

***

The following is a quantum chemistry calculation of an isolated molecule of C2H2O4 in a non-equilibrium geometry, from OMol25.

The geometry in ORCA input format:
```
! wB97M-V def2-TZVPD RIJCOSX def2/J DEFGRID3
* xyz 0 1
H 1.15 -2.06 -0.87
O -0.07 1.46 0.92
H -0.58 2.22 0.85
O 0.42 -1.04 1.24
C 0.26 -0.61 0.09
C -0.44 0.59 -0.14
O 0.53 -1.30 -1.01
O -1.26 0.74 -1.08
*
```

Properties
SMILES string: O=C(O)C(=O)O
HOMO energy, eV: -10.914
Energy relative to the best compared isomer or geometry (same formula, charge and spin), kcal/mol: 31.5
Frontier orbital gap, eV: 10.5090
Electronic energy, eV: -10295.8108

***

The following is a quantum chemistry calculation of a structure of composition C3H6N4 in a non-equilibrium geometry, from OMol25.

The geometry in ORCA input format:
```
! wB97M-V def2-TZVPD RIJCOSX def2/J DEFGRID3
* xyz 0 1
H 1.97 -0.25 -0.77
N -1.07 0.96 -0.53
H -1.40 -1.60 0.99
C -0.39 -1.20 0.94
H 1.58 1.01 -1.95
C -0.43 0.25 0.62
H 0.07 -1.32 1.92
N -1.54 1.86 0.50
H 0.55 -0.44 -1.84
C 1.15 0.27 -1.27
N 0.39 0.98 -0.29
H 0.19 -1.76 0.20
N -1.07 1.25 1.48
*
```

Properties
HOMO energy, eV: -9.849
Energy relative to the best compared isomer or geometry (same formula, charge and spin), kcal/mol: 115.4
Frontier orbital gap, eV: 10.2395
Electronic energy, eV: -9163.8512